No. 1
123
Properties=species:S:1:pos:R:3:mulliken_spin:R:1 method="wB97M-V/def2-TZVPD" total_charge=-1 lumo_energy_ev="2.4109 / 2.4071" multiplicity=2 max_force_ev_per_a=4.4 s2=0.761 molar_mass_g_mol=743.0 gap_ev="2.810 / 7.383"
C -12.970 -25.182 17.271 -0.03
C -14.281 -25.978 16.868 0.00
C -13.793 -27.035 15.930 0.00
O -12.418 -27.262 16.301 0.00
C -11.854 -25.970 16.633 0.00
H -12.771 -25.199 18.343 0.00
H -12.941 -24.152 16.915 0.04
H -14.999 -25.307 16.395 0.00
H -14.769 -26.263 17.800 0.00
H -13.865 -26.610 14.929 0.00
H -14.347 -27.974 15.960 0.00
H -11.412 -25.527 15.741 0.00
H -11.065 -26.076 17.377 0.00
C -8.235 -20.361 22.471 0.00
C -7.815 -21.686 23.051 0.00
C -6.687 -22.191 22.146 0.00
O -6.412 -21.141 21.179 0.00
C -7.085 -19.932 21.623 -0.01
H -8.464 -19.739 23.336 0.00
H -9.146 -20.408 21.874 0.00
H -8.716 -22.296 23.115 0.00
H -7.498 -21.652 24.093 0.00
H -6.983 -23.028 21.514 0.00
H -5.811 -22.520 22.704 0.00
H -7.449 -19.328 20.792 0.01
H -6.386 -19.320 22.192 0.00
C -4.841 -19.446 16.325 0.00
C -5.902 -19.607 17.339 -0.01
C -5.695 -18.465 18.351 0.00
O -5.146 -17.424 17.536 0.00
C -4.253 -18.049 16.631 0.00
H -5.290 -19.476 15.332 0.00
H -4.079 -20.224 16.352 0.00
H -5.801 -20.535 17.903 0.00
H -6.891 -19.601 16.881 0.01
H -4.965 -18.698 19.126 0.00
H -6.640 -18.151 18.793 0.00
H -3.267 -18.078 17.096 0.00
H -4.322 -17.317 15.826 0.00
C -12.074 -23.140 22.992 -0.07
C -12.926 -22.909 24.243 0.00
C -12.933 -24.293 24.813 0.00
O -12.324 -25.167 23.906 0.00
C -12.357 -24.555 22.615 0.00
H -11.005 -23.168 23.201 0.00
H -12.223 -22.504 22.120 0.07
H -13.910 -22.493 24.026 0.00
H -12.498 -22.322 25.056 0.00
H -13.919 -24.697 25.042 0.00
H -12.374 -24.383 25.745 0.00
H -13.263 -24.806 22.064 0.00
H -11.590 -24.852 21.900 0.00
C -17.176 -22.610 19.696 0.00
C -16.450 -21.591 20.645 0.01
C -15.620 -22.526 21.494 -0.03
O -15.333 -23.686 20.625 0.00
C -16.129 -23.672 19.456 -0.01
H -17.462 -22.134 18.758 0.00
H -18.027 -23.023 20.238 0.00
H -17.165 -21.111 21.313 0.00
H -15.788 -21.003 20.009 0.00
H -16.222 -22.841 22.346 0.00
H -14.722 -21.994 21.810 0.03
H -16.590 -24.627 19.205 0.00
H -15.456 -23.507 18.615 0.01
C -12.523 -17.463 21.098 -0.03
C -13.601 -17.737 22.129 0.00
C -14.537 -18.800 21.560 0.01
O -14.118 -18.869 20.185 -0.03
C -13.232 -17.801 19.834 -0.01
H -11.681 -18.152 21.158 0.04
H -11.998 -16.508 21.123 0.00
H -14.126 -16.802 22.322 0.00
H -13.163 -17.992 23.094 0.00
H -15.600 -18.570 21.640 0.00
H -14.332 -19.738 22.076 0.01
H -13.881 -17.045 19.391 0.00
H -12.481 -17.984 19.066 0.00
C -10.404 -20.988 15.100 0.01
C -9.000 -20.924 14.566 0.01
O -8.729 -20.050 13.795 0.00
N -8.057 -21.723 14.985 0.00
C -8.228 -22.885 15.899 0.04
H -11.185 -20.821 14.359 0.00
H -10.505 -20.311 15.948 -0.02
H -10.698 -21.954 15.512 0.01
H -7.140 -21.600 14.580 0.00
H -7.471 -23.006 16.674 -0.01
H -8.370 -23.784 15.299 0.00
H -9.101 -22.854 16.550 -0.01
N -8.014 -26.705 19.068 0.00
C -8.075 -26.032 17.891 0.00
C -8.322 -26.648 16.643 0.00
C -8.362 -28.072 16.627 0.00
C -8.328 -28.795 17.832 0.00
C -8.176 -28.072 19.044 0.00
H -7.760 -24.998 17.883 0.00
H -8.289 -26.198 15.661 0.00
H -8.571 -28.588 15.702 0.00
H -8.483 -29.864 17.842 0.00
H -8.002 -28.587 19.977 0.00
N -11.071 -23.244 19.692 0.33
C -9.723 -22.903 19.715 0.19
C -9.251 -21.700 19.193 -0.10
C -10.182 -20.743 18.754 0.60
C -11.540 -21.031 18.785 -0.17
C -11.931 -22.282 19.239 0.13
H -8.992 -23.568 20.150 0.03
H -8.193 -21.485 19.190 -0.05
H -9.930 -19.816 18.262 0.02
H -12.259 -20.283 18.483 -0.06
H -12.958 -22.615 19.270 0.00
N -14.503 -19.705 15.995 0.00
C -15.141 -19.921 17.112 -0.01
C -16.096 -19.045 17.559 0.01
C -16.378 -17.860 16.903 0.00
C -15.532 -17.530 15.844 0.00
C -14.641 -18.497 15.420 0.00
H -14.902 -20.813 17.671 0.01
H -16.696 -19.279 18.426 0.00
H -17.097 -17.200 17.364 0.00
H -15.669 -16.628 15.267 0.00
H -14.092 -18.443 14.491 0.00



No. 2
132
Properties=species:S:1:pos:R:3:mulliken_spin:R:1 method="wB97M-V/def2-TZVPD" total_charge=+1 e_above_lowest_ev=0.049 lumo_energy_ev="-1.7722 / -4.3622" multiplicity=5 max_force_ev_per_a=0.6 s2=6.025 molar_mass_g_mol=1273.1 gap_ev="7.197 / 6.126"
Ir -0.152 -0.237 0.140 2.18
C -5.674 3.160 -1.176 0.00
C -4.664 2.033 -1.180 0.00
C -3.938 1.899 -2.501 0.00
O -3.762 2.266 -0.058 0.00
P -2.243 2.639 -0.103 -0.01
O -1.394 1.538 -0.656 0.20
C -1.950 3.082 1.613 0.00
P -1.662 1.710 2.726 0.01
O -0.590 0.809 2.244 0.08
O -3.034 0.956 2.857 -0.03
C -4.169 1.469 3.617 0.00
C -4.192 0.763 4.954 0.00
C -5.399 1.222 2.777 0.00
O -1.418 2.347 4.135 0.01
C -0.132 2.425 4.840 0.00
C 0.887 3.158 4.000 0.00
C 0.303 1.038 5.258 0.00
O -2.247 3.974 -0.923 0.00
C -1.177 4.960 -1.125 0.00
C -1.885 6.291 -1.242 0.00
C -0.379 4.608 -2.354 0.00
H -6.399 3.014 -1.977 0.00
H -5.169 4.112 -1.337 0.00
H -6.210 3.203 -0.229 0.00
H -5.146 1.086 -0.927 0.00
H -3.507 2.851 -2.814 0.00
H -4.664 1.589 -3.253 0.00
H -3.146 1.156 -2.460 0.00
H -2.813 3.658 1.952 0.00
H -1.044 3.691 1.644 0.00
H -4.022 2.542 3.769 0.00
H -4.295 -0.312 4.803 0.00
H -5.040 1.108 5.543 0.00
H -3.279 0.956 5.513 0.00
H -5.549 0.152 2.631 0.00
H -5.305 1.700 1.803 0.00
H -6.277 1.625 3.283 0.00
H -0.392 3.019 5.718 0.00
H 1.093 2.619 3.076 0.00
H 1.820 3.239 4.558 0.00
H 0.550 4.165 3.755 0.00
H 0.587 0.440 4.392 0.00
H -0.498 0.526 5.792 0.00
H 1.160 1.122 5.925 0.00
H -0.538 4.936 -0.245 0.00
H -2.535 6.302 -2.116 0.00
H -1.148 7.086 -1.350 0.00
H -2.486 6.497 -0.357 0.00
H -1.036 4.516 -3.220 0.00
H 0.164 3.684 -2.202 0.00
H 0.344 5.399 -2.548 0.00
C -1.023 -4.389 0.254 0.02
Sb 0.682 -3.332 -0.476 0.16
C 1.032 -1.815 1.076 0.40
C 0.078 -2.158 2.151 -0.09
C 0.389 -2.654 3.415 0.11
C -0.629 -2.790 4.347 -0.02
C -1.925 -2.447 3.998 0.08
C -2.157 -1.973 2.713 0.02
N -1.189 -1.844 1.823 0.03
Si 2.890 -1.692 1.387 0.02
C 3.181 -0.406 2.704 0.02
C 3.573 -3.325 2.021 0.01
C 3.686 -1.367 -0.271 -0.02
C -0.041 -2.775 -2.484 0.19
C 0.626 -1.479 -2.882 -0.04
C 1.418 -1.339 -4.022 0.00
C 1.916 -0.105 -4.393 0.01
C 1.605 1.005 -3.626 0.00
C 0.820 0.808 -2.511 -0.08
N 0.354 -0.389 -2.136 0.18
Si -1.933 -2.512 -2.697 -0.02
C -2.851 -1.585 -1.352 -0.01
C -2.140 -1.550 -4.287 0.01
C -2.875 -4.119 -2.851 0.00
Si 0.603 -4.297 -3.494 0.03
C 0.061 -5.925 -2.747 0.01
C 2.478 -4.419 -3.424 0.01
C 0.026 -4.239 -5.274 0.00
H -0.793 -4.755 1.254 0.00
H -1.210 -5.230 -0.406 -0.01
H -1.893 -3.745 0.300 0.01
H 1.407 -2.918 3.660 0.00
H -0.410 -3.162 5.339 0.00
H -2.740 -2.538 4.702 0.00
H -3.148 -1.677 2.393 0.00
H 2.881 -0.786 3.682 0.00
H 2.626 0.503 2.494 -0.01
H 4.241 -0.153 2.762 0.00
H 3.481 -3.426 3.102 0.00
H 4.637 -3.393 1.784 0.00
H 3.087 -4.188 1.560 0.00
H 3.190 -0.549 -0.794 0.01
H 3.631 -2.267 -0.890 0.01
H 4.745 -1.127 -0.165 0.00
H 1.631 -2.191 -4.642 0.00
H 2.532 -0.014 -5.277 0.00
H 1.957 1.995 -3.874 0.00
H 0.545 1.626 -1.869 0.11
H -2.472 -0.592 -1.101 0.09
H -2.945 -2.160 -0.434 0.02
H -3.860 -1.427 -1.747 0.00
H -1.713 -0.548 -4.221 0.00
H -3.201 -1.445 -4.520 0.00
H -1.665 -2.061 -5.125 0.00
H -2.881 -4.691 -1.924 0.00
H -2.542 -4.770 -3.655 0.00
H -3.911 -3.845 -3.066 0.00
H 0.580 -6.137 -1.810 0.00
H 0.372 -6.699 -3.451 0.00
H -1.007 -6.038 -2.585 0.00
H 2.801 -4.779 -2.446 0.00
H 3.034 -3.509 -3.632 0.00
H 2.788 -5.170 -4.155 0.00
H -1.051 -4.384 -5.353 0.00
H 0.504 -5.053 -5.822 0.00
H 0.269 -3.310 -5.785 0.00
Br 7.211 4.775 1.764 0.00
C 5.524 4.012 1.387 0.00
C 4.374 4.731 1.673 0.00
C 3.142 4.164 1.392 0.00
C 3.054 2.890 0.841 0.01
C 4.220 2.189 0.564 0.00
C 5.461 2.745 0.828 0.00
C 1.697 2.306 0.556 -0.02
O 0.708 3.040 0.626 0.04
O 1.675 1.052 0.300 0.24
H 4.445 5.718 2.106 0.00
H 2.230 4.710 1.594 0.00
H 4.149 1.201 0.133 0.00
H 6.370 2.206 0.605 0.00



No. 3
149
Properties=species:S:1:pos:R:3:mulliken_spin:R:1 method="wB97M-V/def2-TZVPD" total_charge=+1 e_above_lowest_ev=6.769 lumo_energy_ev="-4.8188 / -6.1000" multiplicity=3 max_force_ev_per_a=6.1 s2=2.028 molar_mass_g_mol=1365.2 gap_ev="5.595 / 3.300"
K -8.710 4.426 -7.831 0.00
Pd -11.508 16.539 -4.690 0.99
C -11.711 10.511 -5.878 0.39
C -11.268 11.807 -5.494 -0.02
C -9.823 12.111 -4.873 -0.04
O -9.627 13.230 -4.276 0.08
C -8.925 11.009 -4.954 0.27
C -9.247 9.803 -5.535 -0.02
C -10.735 9.526 -5.818 -0.05
O -11.097 8.308 -6.120 0.19
O -8.276 8.964 -5.608 0.10
O -11.961 12.813 -5.516 0.09
H -12.715 10.307 -6.219 0.01
H -7.968 11.267 -4.524 0.01
C -5.749 10.851 1.816 0.00
C -5.512 10.046 0.512 0.00
C -6.925 9.499 0.122 0.00
S -7.330 8.526 1.693 0.00
O -6.461 7.355 1.696 0.00
O -8.777 8.434 1.947 0.00
C -6.569 9.864 2.755 0.00
H -6.263 11.770 1.533 0.00
H -4.809 11.236 2.211 0.00
H -4.759 9.271 0.655 0.00
H -5.210 10.688 -0.316 0.00
H -7.103 8.920 -0.784 0.00
H -7.559 10.370 -0.044 0.00
H -6.334 9.448 3.735 0.00
H -7.433 10.451 3.067 0.00
C -17.821 7.311 -4.828 0.00
C -17.547 8.642 -5.460 0.00
C -18.892 9.358 -5.576 0.00
S -19.931 8.032 -6.287 0.00
O -19.784 8.163 -7.729 0.00
O -21.265 7.980 -5.695 0.00
C -18.984 6.671 -5.663 0.00
H -18.057 7.347 -3.764 0.00
H -16.911 6.714 -4.893 0.00
H -17.066 8.691 -6.437 0.00
H -16.925 9.190 -4.752 0.00
H -19.055 10.298 -6.103 0.00
H -19.266 9.657 -4.597 0.00
H -18.776 6.002 -6.498 0.00
H -19.668 5.970 -5.186 0.00
C -3.841 13.220 -6.996 0.00
C -3.591 14.482 -6.077 0.00
C -2.013 14.553 -5.859 0.00
S -1.588 12.727 -5.568 0.00
O -1.754 12.510 -4.127 0.00
O -0.279 12.355 -6.148 0.00
C -3.037 11.990 -6.522 0.00
H -3.678 13.420 -8.055 0.00
H -4.867 12.852 -7.010 0.00
H -3.967 14.244 -5.082 0.00
H -4.097 15.353 -6.494 0.00
H -1.526 15.224 -5.151 0.00
H -1.623 14.778 -6.851 0.00
H -3.512 11.363 -5.767 0.00
H -2.596 11.438 -7.352 0.00
C -15.280 14.573 -10.650 0.00
C -15.889 13.714 -9.640 0.00
C -16.267 14.648 -8.495 0.00
S -15.338 16.255 -8.626 0.00
O -14.512 16.511 -7.420 0.00
O -16.230 17.338 -9.053 0.00
C -14.316 15.538 -9.980 0.00
H -16.009 15.240 -11.108 0.00
H -14.850 13.922 -11.411 0.00
H -15.173 13.071 -9.128 0.00
H -16.666 12.996 -9.902 0.00
H -16.075 14.335 -7.469 0.00
H -17.272 15.052 -8.623 0.00
H -13.477 14.934 -9.634 0.00
H -13.966 16.415 -10.525 0.00
C -14.207 5.879 -11.046 0.00
C -15.509 5.361 -10.514 0.00
C -15.104 4.056 -9.796 0.00
S -13.752 3.283 -10.981 0.00
O -14.258 2.232 -11.813 0.00
O -12.517 3.122 -10.246 0.00
C -13.579 4.844 -11.924 0.00
H -13.600 6.227 -10.210 0.00
H -14.300 6.816 -11.596 0.00
H -16.181 5.123 -11.338 0.00
H -16.000 6.095 -9.875 0.00
H -15.925 3.371 -9.583 0.00
H -14.508 4.313 -8.920 0.00
H -14.080 4.810 -12.892 0.00
H -12.525 5.062 -12.092 0.00
C -4.652 19.392 -2.750 0.00
C -4.462 18.373 -1.570 0.00
C -5.730 17.512 -1.538 0.00
S -7.024 18.797 -1.606 0.00
O -7.089 19.406 -0.308 0.00
O -8.131 18.183 -2.286 0.00
C -6.060 20.044 -2.664 0.00
H -4.567 18.906 -3.722 0.00
H -3.933 20.211 -2.738 0.00
H -4.471 18.836 -0.584 0.00
H -3.600 17.719 -1.707 0.00
H -5.881 16.786 -0.739 0.00
H -5.759 17.025 -2.513 0.00
H -6.153 21.049 -2.253 0.00
H -6.545 20.114 -3.638 0.00
C -11.793 12.879 0.717 0.00
C -12.934 11.927 0.491 0.00
C -13.955 12.641 -0.435 0.00
S -13.744 14.500 -0.156 0.00
O -14.997 14.932 0.512 0.00
O -13.206 15.156 -1.383 0.00
C -12.398 14.206 1.080 0.00
H -11.232 12.927 -0.217 0.00
H -11.009 12.492 1.367 0.00
H -13.340 11.589 1.444 0.00
H -12.611 10.947 0.137 0.00
H -14.997 12.480 -0.160 0.00
H -13.691 12.504 -1.484 0.00
H -12.855 13.959 2.038 0.00
H -11.748 15.069 0.935 0.00
C -1.017 6.100 -4.405 0.00
C -0.494 4.622 -4.414 0.00
C -1.387 3.798 -5.289 0.00
S -3.128 4.356 -4.826 0.00
O -3.504 3.888 -3.479 0.00
O -3.922 4.116 -6.007 0.00
C -2.551 6.049 -4.672 0.00
H -0.564 6.625 -5.246 0.00
H -0.851 6.670 -3.491 0.00
H -0.673 4.153 -3.446 0.00
H 0.550 4.607 -4.725 0.00
H -1.383 2.715 -5.168 0.00
H -1.425 3.969 -6.365 0.00
H -3.143 6.515 -3.884 0.00
H -2.751 6.548 -5.620 0.00
C -11.380 4.081 -1.717 0.00
C -12.816 4.270 -2.151 0.00
C -13.212 3.225 -3.297 0.00
S -11.920 1.917 -3.214 0.00
O -12.465 0.600 -2.975 0.00
O -11.019 2.163 -4.345 0.00
C -11.212 2.565 -1.622 0.00
H -11.054 4.645 -0.843 0.00
H -10.828 4.401 -2.600 0.00
H -12.826 5.314 -2.467 0.00
H -13.441 4.315 -1.260 0.00
H -14.206 2.815 -3.120 0.00
H -13.211 3.719 -4.269 0.00
H -11.877 2.185 -0.846 0.00
H -10.241 2.085 -1.501 0.00